# 1
Density functional theory data (ωB97M-V/def2-TZVPD) for a molecular structure, C43H43ClI2N4O6S3Sn.

Geometry as ORCA input:
```
! wB97M-V def2-TZVPD RIJCOSX def2/J DEFGRID3
* xyz 0 1
Sn -0.866 -0.518 -1.112
C -0.523 0.915 2.717
C -0.805 1.735 1.485
C 0.242 2.216 0.703
C 0.002 2.951 -0.457
C 1.142 3.476 -1.287
C -1.316 3.206 -0.819
C -2.381 2.765 -0.043
C -3.795 3.128 -0.401
C -2.111 2.014 1.098
H 0.427 0.383 2.629
H -1.300 0.167 2.879
H -0.478 1.543 3.611
H 1.265 1.986 0.986
H 1.629 4.318 -0.789
H 0.795 3.822 -2.261
H 1.898 2.705 -1.448
H -1.519 3.767 -1.727
H -4.090 4.040 0.125
H -4.492 2.340 -0.126
H -3.902 3.308 -1.470
H -2.938 1.624 1.682
C -6.037 -5.877 -3.256
C -5.589 -4.501 -2.848
C -4.532 -3.873 -3.497
C -4.086 -2.621 -3.098
C -4.712 -1.986 -2.039
C -5.777 -2.590 -1.380
C -6.206 -3.840 -1.785
S -4.192 -0.392 -1.468
O -3.858 -0.551 -0.060
O -5.236 0.547 -1.781
N -2.815 -0.069 -2.214
C -2.789 0.497 -3.489
C -3.841 0.658 -4.361
C -3.648 1.250 -5.627
C -2.422 1.678 -6.042
C -1.312 1.513 -5.181
C 0.000 1.898 -5.530
C 1.031 1.687 -4.659
C 0.754 1.077 -3.426
N -0.457 0.725 -3.067
C -1.501 0.924 -3.916
H -5.711 -6.115 -4.267
H -7.123 -5.970 -3.214
H -5.618 -6.632 -2.587
H -4.035 -4.372 -4.320
H -3.239 -2.169 -3.597
H -6.258 -2.086 -0.551
H -7.031 -4.315 -1.268
H -4.836 0.347 -4.081
H -4.506 1.360 -6.278
H -2.278 2.129 -7.016
H 0.173 2.351 -6.499
H 2.049 1.956 -4.901
H 1.550 0.866 -2.726
S 3.141 0.041 -0.713
C 3.058 0.033 0.936
N 3.453 1.038 1.728
C 3.441 0.903 3.177
C 3.895 -0.486 3.531
N 3.015 -1.442 2.877
C 2.646 -2.622 3.668
C 1.667 -2.259 4.759
C 0.313 -2.108 4.465
C -0.579 -1.723 5.454
C -0.130 -1.487 6.748
C 1.213 -1.648 7.052
C 2.106 -2.035 6.061
C 2.507 -1.203 1.654
S 1.343 -2.126 0.942
C 3.950 2.315 1.213
C 5.433 2.456 1.448
C 6.318 1.574 0.829
C 7.680 1.676 1.060
C 8.173 2.661 1.909
C 7.299 3.543 2.525
C 5.932 3.437 2.295
H 2.439 1.093 3.576
H 4.129 1.640 3.588
H 3.810 -0.632 4.607
H 4.937 -0.645 3.236
H 3.565 -3.030 4.096
H 2.224 -3.352 2.983
H -0.033 -2.298 3.457
H -1.630 -1.614 5.216
H -0.830 -1.188 7.518
H 1.566 -1.481 8.062
H 3.152 -2.185 6.307
H 3.408 3.115 1.725
H 3.710 2.353 0.156
H 5.929 0.812 0.163
H 8.361 0.990 0.573
H 9.238 2.740 2.087
H 7.676 4.312 3.185
H 5.248 4.128 2.775
O -0.948 -2.235 -4.444
Cl -0.270 -2.688 -3.271
O 0.868 -1.846 -2.971
O 0.079 -4.058 -3.348
O -1.209 -2.501 -2.108
I -2.716 -2.655 1.145
I -1.371 -4.709 2.123
*
```

HOMO level = -8.08 eV
LUMO level = -0.62 eV
ΔE to the lowest compared entry with this formula, charge and spin = 1.3 kcal per mole


# 2
Density functional theory data (ωB97M-V/def2-TZVPD) for 6 unconnected molecules or ions with the total composition C4H20N2O6 at a distorted geometry.

Geometry as ORCA input:
```
! wB97M-V def2-TZVPD RIJCOSX def2/J DEFGRID3
* xyz 0 1
C 1.515 -2.263 -1.679
N 1.287 -0.915 -1.109
C 0.698 -1.111 0.253
C 1.840 -0.409 1.120
N 2.341 0.952 0.826
C 1.742 2.002 1.460
O 1.084 1.819 2.467
H 2.380 -2.697 -1.127
H 0.640 -2.851 -1.809
H 1.926 -2.379 -2.774
H 0.655 -0.376 -1.679
H -0.256 -0.564 0.404
H 0.509 -2.187 0.615
H 2.591 -1.220 1.023
H 1.315 -0.546 2.034
H 2.545 0.800 -0.248
H 2.253 2.959 1.241
O -1.400 0.895 1.806
H -0.396 1.076 1.943
H -1.692 0.537 2.725
O 0.154 2.742 -0.101
H -0.631 2.292 0.306
H 0.336 2.296 -0.964
O -2.130 2.355 -1.584
H -2.907 1.799 -1.531
H -2.264 3.271 -1.949
O -3.410 -0.144 -2.228
H -2.596 -0.469 -2.509
H -3.498 -0.479 -1.276
O -1.340 -2.465 1.555
H -1.277 -2.332 0.659
H -2.014 -2.389 2.132
*
```

HOMO level = -9.17 eV
LUMO level = 0.08 eV
ΔE to the lowest compared entry with this formula, charge and spin = 117.7 kcal per mole


# 3
Density functional theory data (ωB97M-V/def2-TZVPD) for 2 unconnected molecules or ions with the total composition C6H13N5 at a distorted geometry.

Geometry as ORCA input:
```
! wB97M-V def2-TZVPD RIJCOSX def2/J DEFGRID3
* xyz 0 1
C -1.939 0.236 -0.177
C 0.614 1.885 0.748
C 1.112 0.917 -1.629
C 0.563 -0.747 1.652
C 0.615 -1.886 -0.591
C 0.628 0.660 -0.244
N -2.390 -0.982 -0.596
N -2.886 1.116 0.176
N -3.669 -0.834 -0.360
N -3.962 0.367 0.114
N 0.996 -0.655 0.255
H 0.490 2.849 0.276
H -0.099 1.675 1.437
H 1.658 1.952 1.214
H 1.372 1.891 -1.909
H 1.930 0.304 -1.814
H 0.186 0.703 -2.381
H 1.017 0.086 2.067
H -0.568 -0.834 1.545
H 0.820 -1.647 2.290
H 0.219 -2.770 0.002
H -0.178 -1.447 -1.269
H 1.495 -2.227 -1.197
H 1.976 -0.609 0.391
*
```

HOMO level (alpha / beta) = -8.38 / -8.32 eV
LUMO level (alpha / beta) = -0.56 / -0.19 eV
ΔE to the lowest compared entry with this formula, charge and spin = 203.6 kcal per mole


# 4
Density functional theory data (ωB97M-V/def2-TZVPD) for a molecular structure, C26H30N6O5S.

Geometry as ORCA input:
```
! wB97M-V def2-TZVPD RIJCOSX def2/J DEFGRID3
* xyz 0 1
C 6.836 0.111 1.929
C 6.263 1.522 2.013
O 5.547 1.894 0.851
C 4.284 1.440 0.654
C 3.564 0.631 1.528
C 2.273 0.251 1.211
C 1.671 0.654 0.028
C 2.387 1.475 -0.836
C 3.673 1.862 -0.529
H 4.236 2.496 -1.195
H 1.937 1.811 -1.759
C 0.276 0.170 -0.297
N 0.300 -1.148 -0.898
C -0.699 -2.065 -0.796
O -0.557 -3.187 -1.285
C -1.944 -1.760 -0.103
C -2.923 -2.736 0.135
N -2.805 -4.047 -0.086
H -2.007 -4.350 -0.628
H -3.627 -4.616 0.064
C -4.086 -2.129 0.709
N -4.021 -0.824 0.870
S -2.605 -0.224 0.378
C -5.302 -2.884 1.071
O -5.409 -4.087 0.891
N -6.275 -2.126 1.613
H -7.146 -2.550 1.884
H -6.127 -1.138 1.725
C 1.373 -1.435 -1.833
C 2.673 -1.781 -1.166
C 3.886 -1.309 -1.653
C 5.059 -1.677 -1.016
C 4.973 -2.506 0.091
N 3.826 -2.963 0.565
C 2.713 -2.615 -0.051
H 1.800 -3.025 0.360
H 5.859 -2.831 0.621
H 6.016 -1.327 -1.371
H 3.909 -0.664 -2.519
H 1.497 -0.579 -2.501
H 1.040 -2.296 -2.424
C -0.460 1.162 -1.218
O -0.764 0.896 -2.361
N -0.696 2.354 -0.636
H -0.506 2.487 0.346
C -1.515 3.370 -1.251
H -0.949 4.306 -1.312
H -1.765 3.025 -2.256
C -2.789 3.592 -0.425
C -3.713 4.656 -1.045
H -4.582 4.209 -1.520
C -4.078 5.542 0.146
H -4.272 6.574 -0.133
C -2.836 5.392 1.021
H -3.017 5.577 2.081
O -2.445 4.041 0.882
H -2.034 6.061 0.673
H -4.947 5.141 0.667
H -3.165 5.231 -1.793
H -3.298 2.627 -0.303
H -0.273 0.101 0.650
H 1.733 -0.385 1.896
H 3.990 0.286 2.456
H 7.077 2.250 2.070
H 5.635 1.637 2.905
H 7.479 0.026 1.057
H 6.043 -0.628 1.843
H 7.421 -0.099 2.821
*
```

HOMO level = -8.12 eV
LUMO level = -0.02 eV
ΔE to the lowest compared entry with this formula, charge and spin = 3.1 kcal per mole


# 5
Density functional theory data (ωB97M-V/def2-TZVPD) for a gas-phase ion, C9H12N3O2 (charge +1) at a distorted geometry.

Geometry as ORCA input:
```
! wB97M-V def2-TZVPD RIJCOSX def2/J DEFGRID3
* xyz 1 1
C -0.291 -2.915 1.329
C -0.258 -2.101 0.459
C 0.094 -1.276 -0.679
N -0.688 -0.082 -0.486
C -2.010 0.088 -0.422
C -2.781 1.164 -0.194
C -2.505 2.519 0.199
C 0.142 0.705 0.310
C 1.523 0.394 -0.026
N 2.626 1.256 0.149
O 2.310 2.423 0.402
O 3.715 0.681 0.090
N 1.477 -0.811 -0.560
C 2.520 -1.722 -0.736
H -0.473 -3.369 2.281
H -0.183 -1.750 -1.695
H -2.606 -0.853 -0.555
H -3.813 0.844 -0.085
H -2.574 3.307 -0.613
H -1.502 2.663 0.661
H -3.176 2.873 1.039
H 0.021 1.770 0.205
H 0.144 0.383 1.407
H 2.051 -2.672 -0.720
H 2.951 -1.785 -1.816
H 3.287 -1.734 0.056
*
```

HOMO level = -11.86 eV
LUMO level = -6.69 eV
ΔE to the lowest compared entry with this formula, charge and spin = 167.7 kcal per mole


# 6
Density functional theory data (ωB97M-V/def2-TZVPD) for a molecular structure, C16H20KN3S3Sb.

Geometry as ORCA input:
```
! wB97M-V def2-TZVPD RIJCOSX def2/J DEFGRID3
* xyz -2 2
K 1.905 -1.439 0.107
C -0.785 -3.683 0.553
N -0.836 -2.320 0.053
C -0.723 -2.301 -1.399
C -1.907 -1.518 0.552
C -3.054 -2.078 1.088
C -4.065 -1.299 1.648
C -3.903 0.078 1.669
C -2.773 0.662 1.124
C -1.735 -0.097 0.531
N -0.570 0.405 0.055
C -0.439 1.667 -0.421
C -1.474 2.430 -1.013
C -1.253 3.682 -1.563
C 0.015 4.243 -1.551
C 1.061 3.511 -0.993
C 0.866 2.252 -0.451
N 1.948 1.471 0.052
C 1.973 1.393 1.507
C 3.264 1.804 -0.468
H -1.559 -4.331 0.106
H -0.913 -3.682 1.635
H 0.189 -4.114 0.318
H -1.553 -2.851 -1.873
H 0.214 -2.784 -1.694
H -0.727 -1.271 -1.752
H -3.169 -3.156 1.091
H -4.950 -1.767 2.063
H -4.662 0.707 2.126
H -2.650 1.736 1.190
H -2.463 1.995 -1.075
H -2.080 4.218 -2.019
H 0.198 5.224 -1.974
H 2.058 3.935 -1.006
H 2.235 2.365 1.957
H 2.726 0.660 1.813
H 0.993 1.083 1.871
H 3.664 2.745 -0.050
H 3.220 1.895 -1.553
H 3.962 1.005 -0.212
S 5.168 -3.199 -2.612
Sb 4.910 -3.472 -0.303
S 4.863 -1.372 0.753
S 2.812 -4.431 0.118
*
```

HOMO level (alpha / beta) = -1.16 / -1.32 eV
LUMO level (alpha / beta) = 4.48 / 4.28 eV
ΔE to the lowest compared entry with this formula, charge and spin = 2.8 kcal per mole


# 7
Density functional theory data (ωB97M-V/def2-TZVPD) for a single C5H11NO4S molecule at a distorted geometry.

Geometry as ORCA input:
```
! wB97M-V def2-TZVPD RIJCOSX def2/J DEFGRID3
* xyz 0 1
C 2.034 -1.541 -0.826
C 2.384 -0.506 0.211
O 3.309 -0.686 1.015
N 1.705 0.657 0.206
C 0.622 1.099 -0.687
C -0.618 1.603 0.052
C -1.333 0.687 0.989
S -2.213 -0.470 0.022
O -3.091 0.118 -0.970
O -1.262 -1.452 -0.385
O -3.087 -1.149 1.161
H 0.939 -1.641 -0.868
H 2.246 -1.223 -1.841
H 2.517 -2.460 -0.533
H 1.987 1.242 0.947
H 0.164 0.159 -1.172
H 0.967 1.762 -1.401
H -0.267 2.514 0.561
H -1.385 1.931 -0.653
H -2.037 1.350 1.487
H -0.605 0.185 1.637
H -2.977 -2.180 1.045
*
```

HOMO level = -9.61 eV
LUMO level = 0.31 eV
ΔE to the lowest compared entry with this formula, charge and spin = 31.4 kcal per mole


# 8
Density functional theory data (ωB97M-V/def2-TZVPD) for a molecular structure, C24H64BrO24PbS8 at a distorted geometry.

Geometry as ORCA input:
```
! wB97M-V def2-TZVPD RIJCOSX def2/J DEFGRID3
* xyz 1 1
Pb -0.855 0.657 0.448
Br -3.728 1.359 0.187
O -1.664 0.609 2.760
S -1.815 0.241 4.146
O -0.705 -0.265 4.918
O -2.490 1.490 4.934
C -3.639 2.068 4.321
C -4.803 2.222 5.312
C -3.076 -1.027 4.359
H -4.053 1.379 3.577
H -3.368 2.965 3.766
H -5.658 2.764 4.922
H -4.457 2.677 6.245
H -5.121 1.234 5.653
H -3.365 -1.054 5.405
H -2.588 -1.962 4.092
H -3.922 -0.869 3.695
O 0.976 -1.046 -0.969
S 1.370 -1.769 -2.154
O 1.408 -1.060 -3.408
O 2.833 -2.441 -1.872
C 3.528 -2.909 -3.027
C 4.631 -3.858 -2.445
C 0.357 -3.261 -2.125
H 3.910 -2.038 -3.558
H 2.976 -3.552 -3.718
H 5.539 -3.836 -3.041
H 4.203 -4.861 -2.443
H 4.785 -3.617 -1.396
H 0.606 -3.899 -1.285
H 0.424 -3.769 -3.088
H -0.677 -2.922 -2.071
O -3.613 -3.198 2.003
S -2.946 -3.050 0.733
O -2.196 -1.838 0.462
O -1.941 -4.282 0.447
C -2.346 -5.591 0.919
C -1.641 -5.946 2.219
C -4.095 -3.268 -0.672
H -1.946 -6.255 0.150
H -3.432 -5.681 0.949
H -0.588 -5.732 2.046
H -1.768 -7.014 2.389
H -2.004 -5.325 3.034
H -3.555 -2.782 -1.484
H -5.043 -2.776 -0.482
H -4.127 -4.336 -0.865
O 1.522 1.509 0.497
S 2.947 1.578 0.507
O 3.722 0.608 1.243
O 3.402 1.577 -1.026
C 4.761 1.205 -1.275
C 5.020 1.186 -2.767
C 3.458 3.228 1.001
H 4.986 0.209 -0.898
H 5.475 1.928 -0.873
H 4.673 2.072 -3.297
H 4.617 0.317 -3.296
H 6.088 1.039 -2.944
H 3.029 3.987 0.355
H 4.543 3.217 1.083
H 3.081 3.438 2.003
O 0.406 -1.172 1.899
S 0.901 -2.416 2.422
O -0.003 -3.404 2.969
O 1.782 -3.086 1.251
C 2.475 -4.294 1.557
C 2.183 -5.378 0.558
C 2.159 -2.067 3.639
H 2.203 -4.685 2.543
H 3.546 -4.120 1.676
H 1.141 -5.694 0.455
H 2.668 -6.337 0.759
H 2.493 -5.110 -0.456
H 1.779 -1.313 4.323
H 2.949 -1.606 3.041
H 2.540 -2.972 4.099
O -0.471 2.564 -1.427
S -0.074 3.458 -2.482
O -1.010 4.266 -3.221
O 1.027 4.427 -1.806
C 1.633 5.444 -2.612
C 3.149 5.381 -2.484
C 1.009 2.529 -3.626
H 1.286 6.415 -2.255
H 1.338 5.345 -3.656
H 3.521 5.436 -1.464
H 3.604 6.221 -3.011
H 3.500 4.468 -2.967
H 1.807 2.157 -2.988
H 1.471 3.256 -4.292
H 0.393 1.802 -4.145
O -1.522 0.005 -2.200
S -2.184 -0.079 -3.473
O -1.818 0.767 -4.570
O -2.113 -1.638 -3.920
C -2.187 -1.950 -5.322
C -0.817 -2.233 -5.914
C -3.958 0.021 -3.208
H -2.592 -1.086 -5.853
H -2.890 -2.774 -5.437
H -0.917 -2.518 -6.964
H -0.322 -3.082 -5.443
H -0.208 -1.333 -5.883
H -4.451 -0.148 -4.162
H -4.149 1.047 -2.891
H -4.217 -0.665 -2.411
O 0.382 5.273 1.494
S -0.721 4.361 1.700
O -0.580 2.945 1.479
O -1.232 4.550 3.221
C -0.765 5.668 4.027
C -1.262 5.425 5.427
C -2.207 4.901 0.839
H -1.248 6.520 3.544
H 0.321 5.721 3.991
H -0.798 4.529 5.846
H -2.346 5.322 5.433
H -0.931 6.195 6.124
H -1.950 4.858 -0.221
H -2.340 5.964 1.035
H -3.025 4.241 1.109
*
```

HOMO level = -10.19 eV
LUMO level = -1.54 eV
ΔE to the lowest compared entry with this formula, charge and spin = 0.0 kcal per mole


Which formula does entry 3 have? C6H13N5


Look up the ΔE to the lowest compared entry with this formula, charge and spin of the second one. 117.7 kcal per mole


What is the ΔE to the lowest compared entry with this formula, charge and spin in the fifth record? 167.7 kcal per mole